This record from the Open Molecules 2025 dataset describes a molecular structure, C45H61FIN11NbO2 in a non-equilibrium geometry. The level of theory is wB97M-V/def2-TZVPD.

spin multiplicity	1
energy	-80500.581	eV
total charge	-1
E_LUMO	1.503	eV
Kohn-Sham gap	0.2500	hartree

Geometry as XYZ:
```
122
Properties=species:S:1:pos:R:3:forces:R:3
O -1.510602 5.153269 -4.891942 -1.0841 3.0860 -0.7364
C -0.979570 4.131059 -4.740528 0.1148 -0.5801 0.9902
F -0.704777 3.407863 -5.823015 0.6684 -1.1262 0.5568
N -0.637715 3.653538 -3.474061 0.3095 -1.0507 -0.4316
C -1.394126 2.365900 -3.092549 -0.5672 1.4886 -1.5278
O -0.787997 1.544183 -2.508194 0.8967 -1.0342 0.9576
Nb -3.632802 2.033602 -3.568793 -2.1275 -0.7302 0.0716
C -5.834892 1.993614 -4.095982 0.0725 0.7891 0.2498
C -6.511646 3.355426 -3.705844 -0.0399 -0.5472 -0.5325
C -6.749569 4.367086 -4.865741 -0.0509 0.3765 1.0768
I -5.437872 4.204761 -6.569045 -0.3648 0.5507 0.6241
H -1.020447 4.350729 -2.834532 0.0034 0.0388 -0.2541
H -4.078951 2.126365 -1.790296 0.1650 -0.2275 0.5402
H -3.711628 3.867656 -3.784189 0.3033 0.1081 -0.0526
H -3.247563 1.818508 -5.360829 0.3987 -0.3121 0.0788
H -3.515143 0.216287 -3.430279 0.2529 -0.4336 -0.0993
H -6.056272 1.652458 -5.120167 -0.0168 0.2947 0.2709
H -6.266576 1.227497 -3.413649 0.5712 0.1324 -0.1820
H -5.887611 3.825033 -2.932833 -0.3213 0.0117 -0.2452
H -7.496588 3.150008 -3.238328 0.3045 0.2130 -0.2597
H -6.576794 5.373497 -4.452924 0.0127 -0.3006 -0.4353
H -7.787887 4.357529 -5.222342 0.4775 -0.2743 -0.1708
N -2.579143 -0.289882 1.954700 0.0510 -0.1008 0.1357
C -2.306137 -1.033651 0.834071 0.0489 -0.0554 0.0128
C -1.660817 -0.225198 -0.063118 0.0360 -0.1378 0.0717
C -1.533336 1.054314 0.538684 0.0090 0.0230 0.1618
C -2.105187 0.984121 1.781666 0.0329 0.0464 0.0087
H -3.052200 -0.627922 2.772429 -0.1012 0.0826 -0.0927
H -2.596824 -2.070269 0.773823 -0.0573 0.0422 -0.0570
H -1.318332 -0.516271 -1.041341 -0.0872 0.0911 -0.0195
H -1.073419 1.926398 0.105816 -0.0334 -0.0391 -0.0351
H -2.217662 1.726734 2.554896 -0.0275 0.0102 -0.0503
N 2.137999 4.708452 -2.239035 0.0977 0.0753 0.1939
C 3.174263 4.438514 -3.085140 -0.0855 -0.0305 -0.0333
C 4.217820 5.265860 -2.755622 0.0337 -0.0586 -0.0563
C 3.792982 6.063649 -1.661717 -0.0042 0.0694 0.0905
C 2.506087 5.693247 -1.365575 -0.0590 -0.0498 -0.0384
H 1.239555 4.250532 -2.258042 0.0782 -0.0745 -0.2377
H 3.080410 3.683877 -3.848162 -0.0054 0.0296 0.0107
H 5.178397 5.294203 -3.244463 -0.0253 -0.0074 0.0084
H 4.365002 6.821427 -1.150465 -0.0187 -0.0166 -0.0105
H 1.822645 6.046090 -0.610974 0.0319 0.0138 -0.0166
N -3.149881 -1.368278 6.019269 0.0248 -0.0032 0.0390
C -2.689025 -0.102876 5.781993 0.0605 0.0076 -0.1712
C -2.942173 0.656722 6.892398 0.0187 0.0487 -0.0007
C -3.578306 -0.188372 7.841183 -0.1709 -0.0435 -0.0800
C -3.689286 -1.431307 7.273521 -0.0827 -0.0620 0.0062
H -3.097428 -2.134521 5.370312 0.0030 -0.0290 0.0980
H -2.220733 0.144442 4.842661 0.0303 0.0650 0.0562
H -2.698115 1.699760 7.012422 -0.0057 -0.0277 -0.0138
H -3.915178 0.085165 8.828451 -0.0368 0.0012 -0.0393
H -4.103890 -2.350691 7.652086 0.0066 0.0340 0.0035
N -0.839907 -4.045170 3.988560 -0.1117 -0.0168 0.0620
C -0.813905 -5.261397 3.363218 0.0126 0.0150 -0.0559
C -0.764690 -6.231685 4.329771 -0.0183 -0.0025 -0.0749
C -0.765700 -5.575605 5.589511 -0.0392 0.0211 0.0335
C -0.815501 -4.228596 5.346809 -0.0153 0.1508 0.0054
H -0.871303 -3.154698 3.522086 0.0904 -0.0527 -0.0232
H -0.830901 -5.330514 2.288212 0.0238 -0.0126 0.0284
H -0.731972 -7.294479 4.153310 0.0024 0.0291 -0.0033
H -0.733837 -6.039500 6.561960 0.0052 0.0230 -0.0209
H -0.833526 -3.386199 6.019854 0.0587 -0.0376 0.0125
N 0.405965 -4.364157 -3.029896 0.0553 -0.0360 0.0181
C 0.864392 -3.095555 -3.275126 -0.0106 -0.0762 0.0235
C 0.609794 -2.330709 -2.168611 0.1205 0.0751 -0.0125
C -0.022683 -3.169357 -1.215003 -0.0078 -0.1743 0.0374
C -0.132040 -4.416924 -1.773744 -0.0098 0.0013 -0.0185
H 0.456999 -5.134162 -3.672194 -0.0253 0.0476 0.0243
H 1.326059 -2.846835 -4.215113 -0.2899 0.1540 -0.0706
H 0.850192 -1.285633 -2.054997 -0.0473 -0.0152 -0.0210
H -0.359237 -2.887822 -0.230702 0.0139 0.0470 -0.0401
H -0.546208 -5.333816 -1.387972 -0.0071 0.0340 -0.0042
N -5.748690 0.463770 -8.956815 0.0469 0.0077 -0.1199
C -5.452132 -0.262537 -10.078986 -0.0767 -0.0715 0.0332
C -4.860611 0.581691 -10.981530 0.0029 -0.0555 -0.0352
C -4.793634 1.865960 -10.376506 -0.0376 0.0015 0.0239
C -5.347608 1.759174 -9.127050 -0.0535 0.0991 0.0463
H -6.192054 0.101147 -8.131997 0.0933 0.0437 0.0086
H -5.687533 -1.312414 -10.137409 0.0214 0.0257 -0.0208
H -4.512893 0.309025 -11.965247 -0.0002 -0.0076 0.0304
H -4.384788 2.765048 -10.808583 0.0017 -0.0197 0.0294
H -5.493199 2.491874 -8.341210 0.0323 -0.4563 -0.4585
N -0.844360 -0.900316 10.979895 0.1374 0.0152 -0.0427
C 0.387194 -1.203288 11.499071 -0.0495 -0.0308 0.0665
C 1.287120 -1.216357 10.467313 0.0697 0.0111 0.0830
C 0.571398 -0.904482 9.279382 -0.0247 0.0777 -0.0364
C -0.740356 -0.712015 9.629329 -0.0743 0.0475 0.0024
H -1.693772 -0.827006 11.509881 0.0406 0.0088 -0.0351
H 0.514267 -1.383395 12.553597 0.0245 -0.0102 -0.0343
H 2.341284 -1.424862 10.552908 -0.0264 0.0097 -0.0038
H 0.974412 -0.829478 8.281291 -0.0229 -0.0742 0.0079
H -1.604642 -0.459738 9.036731 0.1623 -0.0709 0.0108
N 2.207762 2.118778 8.510272 0.0498 0.0346 -0.0547
C 2.709472 2.652917 7.355156 -0.0768 -0.0125 0.0007
C 3.755311 3.473463 7.688416 0.0043 -0.0042 -0.0881
C 3.893029 3.428005 9.100609 0.0031 -0.0132 0.0791
C 2.925686 2.581722 9.577430 -0.0684 -0.0244 0.0524
H 1.430641 1.481986 8.567211 0.0526 -0.0178 0.0795
H 2.279604 2.404792 6.398858 0.0268 0.0304 0.0113
H 4.355402 4.041796 6.996468 -0.0167 -0.0235 0.0102
H 4.619201 3.955206 9.698095 -0.0177 -0.0177 -0.0125
H 2.686160 2.270500 10.580755 0.0107 0.0065 -0.0255
N 3.879036 -3.557442 -4.713838 0.0742 -0.0312 -0.0525
C 5.105480 -3.854188 -4.186786 -0.0438 -0.0595 0.0379
C 6.012466 -3.876656 -5.213977 0.0282 -0.0368 0.0594
C 5.305386 -3.576040 -6.407991 -0.0474 0.0059 -0.0621
C 3.992183 -3.381555 -6.065814 -0.0783 -0.0311 0.0112
H 3.023669 -3.479581 -4.187497 0.2666 0.0113 0.0502
H 5.226263 -4.024065 -3.129857 0.0381 0.0293 -0.0288
H 7.066192 -4.083895 -5.119182 -0.0218 0.0437 0.0313
H 5.713423 -3.509083 -7.403682 -0.0186 0.0122 0.0227
H 3.131572 -3.134774 -6.665817 0.0417 0.0122 -0.0064
N 9.726074 -2.498458 -2.964051 -0.0578 -0.0206 -0.0041
C 9.222939 -2.966565 -1.780145 0.0526 -0.0361 0.0244
C 8.020742 -2.346958 -1.559864 0.0306 -0.0653 0.0302
C 7.786640 -1.474909 -2.655801 -0.0013 0.0644 -0.0510
C 8.853289 -1.592171 -3.505542 0.0537 0.0413 -0.0157
H 10.599353 -2.776783 -3.372669 -0.0531 0.0090 0.0168
H 9.762580 -3.696012 -1.199262 -0.0293 0.0249 0.0054
H 7.378952 -2.502471 -0.707824 0.0160 0.0061 -0.0213
H 6.931586 -0.835726 -2.803201 0.0117 -0.0375 -0.0145
H 9.067488 -1.110937 -4.445162 -0.0386 -0.0023 0.0242
```
Forces are in eV/Å.